i.
{"formula": "C23H32F4N4O2S3V", "method": "ωB97M-V/def2-TZVPD", "elements": ["V", "C", "N", "C", "C", "C", "N", "C", "C", "F", "C", "F", "C", "C", "F", "C", "F", "H", "H", "H", "H", "H", "H", "H", "H", "H", "H", "H", "C", "C", "S", "C", "C", "S", "C", "C", "S", "H", "H", "H", "H", "H", "H", "H", "H", "H", "H", "H", "H", "N", "C", "C", "C", "C", "C", "N", "H", "H", "H", "H", "H", "H", "C", "O", "C", "O", "H", "H", "H"], "xyz": [[0.460, 0.367, 0.787], [1.355, 2.259, 2.902], [1.368, 0.813, 2.667], [2.744, 0.351, 2.862], [0.486, 0.125, 3.631], [-0.093, -1.145, 3.010], [-0.621, -0.765, 1.717], [-1.652, -1.444, 1.178], [-2.355, -0.861, 0.103], [-1.791, 0.266, -0.454], [-3.553, -1.343, -0.381], [-4.205, -0.656, -1.329], [-4.081, -2.524, 0.108], [-3.350, -3.199, 1.074], [-3.793, -4.376, 1.513], [-2.176, -2.686, 1.606], [-1.518, -3.412, 2.528], [1.697, 2.504, 3.913], [2.027, 2.746, 2.193], [0.351, 2.660, 2.770], [3.099, 0.623, 3.863], [2.805, -0.730, 2.758], [3.400, 0.818, 2.127], [1.028, -0.123, 4.550], [-0.342, 0.797, 3.880], [0.676, -1.921, 2.886], [-0.877, -1.526, 3.677], [-5.020, -2.899, -0.259], [-1.938, 0.253, -5.140], [-0.616, 0.980, -4.975], [0.042, 0.983, -3.264], [1.501, -0.102, -3.407], [1.191, -1.583, -3.363], [0.312, -2.058, -1.824], [-1.205, -2.786, -2.533], [-2.125, -1.790, -3.217], [-1.788, -1.564, -5.007], [-2.341, 0.442, -6.138], [-2.664, 0.582, -4.398], [-0.755, 2.027, -5.244], [0.154, 0.549, -5.609], [2.118, 0.173, -2.554], [2.031, 0.144, -4.327], [2.124, -2.148, -3.391], [0.558, -1.883, -4.197], [-1.699, -3.222, -1.664], [-0.906, -3.585, -3.211], [-2.043, -0.809, -2.756], [-3.154, -2.144, -3.155], [-1.782, 2.399, 1.440], [-0.958, 2.872, 0.459], [-1.215, 4.090, -0.185], [-0.288, 4.586, -1.074], [0.891, 3.873, -1.295], [1.062, 2.675, -0.643], [0.156, 2.170, 0.201], [-2.724, 2.758, 1.461], [-1.664, 1.428, 1.706], [-2.132, 4.617, 0.026], [-0.475, 5.515, -1.591], [1.647, 4.247, -1.965], [1.960, 2.080, -0.794], [4.152, -0.869, -0.579], [2.945, -0.121, -0.349], [1.970, -0.730, 0.330], [2.021, -1.850, 0.765], [4.587, -0.515, -1.510], [3.918, -1.932, -0.628], [4.846, -0.692, 0.242]], "s2": 2.021, "e_homo_ev": [-10.621, -10.625], "mol_weight_g_mol": 619.7, "spin_multiplicity": 3, "lumo_energy_ev": [-2.685, -2.992], "homo_lumo_gap_ev": [7.9, 7.6], "total_charge": 1}

ii.
{"formula": "C23H32F4N4O2S3V", "method": "ωB97M-V/def2-TZVPD", "elements": ["V", "C", "N", "C", "C", "C", "N", "C", "C", "F", "C", "F", "C", "C", "F", "C", "F", "H", "H", "H", "H", "H", "H", "H", "H", "H", "H", "H", "C", "C", "S", "C", "C", "S", "C", "C", "S", "H", "H", "H", "H", "H", "H", "H", "H", "H", "H", "H", "H", "N", "C", "C", "C", "C", "C", "N", "H", "H", "H", "H", "H", "H", "C", "O", "C", "O", "H", "H", "H"], "xyz": [[-0.037, 0.181, -0.076], [0.397, 0.055, -3.244], [-0.488, -0.428, -2.168], [-0.704, -1.877, -2.359], [-1.792, 0.269, -2.244], [-2.692, -0.190, -1.096], [-1.901, -0.389, 0.131], [-2.565, -0.914, 1.232], [-1.994, -0.751, 2.499], [-0.829, -0.070, 2.573], [-2.554, -1.212, 3.668], [-1.906, -0.989, 4.815], [-3.760, -1.885, 3.660], [-4.356, -2.058, 2.428], [-5.515, -2.708, 2.341], [-3.790, -1.595, 1.250], [-4.460, -1.864, 0.117], [-0.012, -0.214, -4.223], [0.497, 1.135, -3.184], [1.380, -0.405, -3.137], [-1.300, -2.049, -3.261], [0.256, -2.368, -2.488], [-1.210, -2.310, -1.500], [-1.593, 1.338, -2.211], [-2.272, 0.047, -3.204], [-3.487, 0.550, -0.952], [-3.181, -1.115, -1.393], [-4.210, -2.261, 4.565], [4.735, -3.286, 2.458], [5.297, -2.683, 1.169], [4.518, -1.148, 0.584], [3.501, -1.692, -0.810], [2.370, -2.664, -0.521], [0.984, -2.140, 0.541], [1.640, -2.021, 2.239], [1.926, -3.346, 2.919], [3.280, -4.362, 2.274], [4.505, -2.509, 3.188], [5.503, -3.922, 2.898], [5.280, -3.411, 0.357], [6.341, -2.416, 1.338], [4.160, -2.156, -1.547], [3.124, -0.762, -1.237], [2.743, -3.583, -0.077], [1.886, -2.934, -1.460], [0.845, -1.506, 2.780], [2.511, -1.375, 2.227], [1.053, -3.999, 2.878], [2.132, -3.142, 3.973], [0.800, 3.014, -1.787], [-0.225, 3.298, -0.919], [-0.788, 4.583, -0.895], [-1.825, 4.852, -0.039], [-2.290, 3.839, 0.801], [-1.704, 2.605, 0.709], [-0.701, 2.304, -0.149], [1.220, 3.818, -2.225], [1.469, 2.331, -1.460], [-0.386, 5.347, -1.547], [-2.264, 5.840, -0.012], [-3.090, 4.008, 1.506], [-2.040, 1.794, 1.337], [3.395, 1.972, 1.992], [2.063, 1.402, 2.137], [1.448, 0.964, 1.083], [1.940, 0.977, -0.076], [3.968, 1.630, 2.848], [3.300, 3.055, 2.012], [3.857, 1.641, 1.068]], "s2": 2.029, "e_homo_ev": [-10.650, -10.826], "mol_weight_g_mol": 619.7, "spin_multiplicity": 3, "lumo_energy_ev": [-3.133, -2.513], "homo_lumo_gap_ev": [7.5, 8.3], "total_charge": 1}

Computed stability ranking, most favorable first: ii, i

i.
{"formula": "C3H4F2", "method": "ωB97M-V/def2-TZVPD", "elements": ["C", "C", "C", "F", "F", "H", "H", "H", "H"], "xyz": [[-1.976, -0.668, -0.747], [-1.242, 0.287, -1.208], [1.479, 0.543, 0.510], [2.789, 0.318, 0.750], [0.672, -0.488, 0.913], [-1.396, -0.983, 0.123], [-2.907, -1.190, -0.895], [1.379, 0.761, -0.609], [1.203, 1.419, 1.163]], "e_homo_ev": -11.002, "mol_weight_g_mol": 78.1, "lumo_energy_ev": -0.195, "homo_lumo_gap_ev": 10.8, "total_charge": 0}

ii.
{"formula": "C3H4F2", "method": "ωB97M-V/def2-TZVPD", "elements": ["C", "C", "C", "H", "H", "H", "H", "F", "F"], "xyz": [[0.037, -0.607, 0.853], [0.628, 0.212, -0.259], [-0.353, 0.707, -0.960], [1.407, -0.809, 1.536], [-0.979, 0.349, 1.762], [-0.469, -2.065, 0.392], [1.764, -0.081, -0.777], [-1.594, 0.504, -0.652], [-0.441, 1.788, -1.895]], "e_homo_ev": -9.650, "mol_weight_g_mol": 78.1, "lumo_energy_ev": -0.145, "homo_lumo_gap_ev": 9.5, "total_charge": 0}

iii.
{"formula": "C3H4F2", "method": "ωB97M-V/def2-TZVPD", "elements": ["C", "C", "C", "F", "F", "H", "H", "H", "H"], "xyz": [[1.537, 0.597, 0.185], [0.577, -0.388, -0.475], [-0.059, 0.511, 0.246], [-1.101, 1.128, 0.742], [-3.030, -0.822, 0.029], [1.913, 0.077, 1.098], [2.140, 1.446, -0.228], [-2.377, -1.365, -0.328], [0.400, -1.183, -1.267]], "e_homo_ev": -9.562, "mol_weight_g_mol": 78.1, "smiles": "FC1=CC1.F", "lumo_energy_ev": 0.793, "homo_lumo_gap_ev": 10.4, "total_charge": 0}

Computed stability ranking, most favorable first: iii, i, ii

i.
{"formula": "BCsH4", "method": "ωB97M-V/def2-TZVPD", "elements": ["Cs", "B", "H", "H", "H", "H"], "xyz": [[-1.482, -1.992, 4.063], [0.310, 0.401, -0.789], [0.919, -0.011, 0.001], [0.349, -0.213, -1.675], [-0.725, 0.437, -0.484], [0.630, 1.378, -1.115]], "e_homo_ev": -6.537, "mol_weight_g_mol": 147.7, "lumo_energy_ev": -1.922, "homo_lumo_gap_ev": 4.6, "total_charge": 0}

ii.
{"formula": "BCsH4", "method": "ωB97M-V/def2-TZVPD", "elements": ["Cs", "B", "H", "H", "H", "H"], "xyz": [[-1.993, 1.816, 1.732], [0.394, -0.368, -0.336], [0.199, -1.370, 0.014], [1.452, -0.169, -0.265], [0.087, -0.293, -1.368], [-0.140, 0.384, 0.223]], "e_homo_ev": -7.990, "mol_weight_g_mol": 147.7, "lumo_energy_ev": -1.109, "homo_lumo_gap_ev": 6.9, "total_charge": 0}

Computed stability ranking, most favorable first: ii, i

i.
{"formula": "C3H7ClN2O2", "method": "ωB97M-V/def2-TZVPD", "elements": ["C", "C", "C", "N", "N", "O", "O", "Cl", "H", "H", "H", "H", "H", "H", "H"], "xyz": [[-1.018, 0.975, -1.065], [0.947, -0.798, -0.930], [0.169, 0.370, -0.307], [-0.372, 0.168, 1.053], [0.356, -0.098, 2.127], [1.483, 0.389, 2.129], [-0.124, -0.735, 3.030], [-1.816, -1.370, 0.825], [-1.210, 1.842, -0.554], [-0.656, 0.991, -2.144], [-1.852, 0.166, -1.046], [0.974, -0.462, -2.037], [0.299, -1.677, -0.655], [1.940, -1.009, -0.513], [0.881, 1.246, 0.086]], "e_homo_ev": -10.951, "mol_weight_g_mol": 138.6, "smiles": "CC(C)N(Cl)[N+](=O)[O-]", "lumo_energy_ev": -2.200, "homo_lumo_gap_ev": 8.8, "total_charge": 0}

ii.
{"formula": "C3H7ClN2O2", "method": "ωB97M-V/def2-TZVPD", "elements": ["C", "C", "C", "N", "N", "O", "O", "Cl", "H", "H", "H", "H", "H", "H", "H"], "xyz": [[0.928, -0.405, -1.220], [1.210, -0.199, 1.277], [0.575, 0.328, -0.051], [-1.237, 0.006, 0.169], [-2.247, 0.841, 0.077], [-1.929, 2.003, 0.308], [-3.357, 0.395, -0.159], [-1.469, -1.620, -0.215], [1.256, -1.354, -0.966], [0.128, -0.379, -2.035], [1.712, -0.048, -1.794], [0.862, 0.307, 2.094], [2.284, -0.004, 1.318], [0.885, -1.247, 1.326], [0.398, 1.377, -0.129]], "e_homo_ev": -9.820, "mol_weight_g_mol": 138.6, "lumo_energy_ev": 0.378, "homo_lumo_gap_ev": 10.2, "total_charge": 0}

Computed stability ranking, most favorable first: ii, i

i.
{"formula": "C5H7F2N", "method": "ωB97M-V/def2-TZVPD", "elements": ["C", "C", "C", "C", "C", "H", "H", "H", "H", "H", "H", "H", "N", "F", "F"], "xyz": [[0.512, 0.589, -0.562], [1.867, 0.570, 0.156], [2.279, -0.462, 0.859], [-0.406, -0.549, -0.264], [-1.640, -0.687, 0.213], [-1.119, 1.752, -0.452], [-0.103, 2.148, 0.531], [0.716, 0.573, -1.616], [2.613, 1.335, -0.035], [3.255, -0.472, 1.224], [1.595, -1.307, 1.075], [-2.229, -1.595, 0.149], [-0.117, 1.874, -0.424], [0.210, -1.690, -0.683], [-2.387, 0.321, 0.648]], "e_homo_ev": -9.724, "mol_weight_g_mol": 119.1, "smiles": "C=C[C@H](N)/C(F)=C\\F", "lumo_energy_ev": 0.987, "homo_lumo_gap_ev": 10.7, "total_charge": 0}

ii.
{"formula": "C5H7F2N", "method": "ωB97M-V/def2-TZVPD", "elements": ["C", "C", "C", "C", "C", "H", "H", "H", "H", "H", "H", "H", "N", "F", "F"], "xyz": [[2.106, 0.038, -0.089], [0.672, -0.634, 0.172], [-0.539, 0.188, -0.493], [-1.839, -0.520, -0.380], [-3.010, -0.815, 0.217], [2.813, -0.545, 0.339], [2.192, 0.133, -1.218], [1.963, 1.037, 0.260], [-0.507, 0.624, -1.601], [-0.410, 1.108, 1.257], [0.096, 1.945, -0.376], [-3.804, -1.506, 0.533], [-0.731, 1.463, 0.275], [0.683, -1.818, -0.395], [0.314, -0.699, 1.498]], "e_homo_ev": -9.570, "mol_weight_g_mol": 119.1, "smiles": "C#C[C@@H](N)C(C)(F)F", "lumo_energy_ev": 0.712, "homo_lumo_gap_ev": 10.3, "total_charge": 0}

Computed stability ranking, most favorable first: i, ii

i.
{"formula": "C2H2FO3S", "method": "ωB97M-V/def2-TZVPD", "elements": ["C", "C", "O", "O", "O", "F", "S", "H", "H"], "xyz": [[0.204, 0.223, 0.031], [0.565, 0.873, 1.262], [-0.368, 0.851, 3.486], [2.046, 0.844, 3.369], [0.663, -1.213, 2.631], [0.942, 2.140, 1.049], [0.814, 0.217, 2.888], [-0.036, -0.778, 0.065], [0.202, 0.781, -0.892]], "e_homo_ev": -5.075, "mol_weight_g_mol": 125.1, "smiles": "C=C(F)S(=O)(=O)[O-]", "lumo_energy_ev": 4.166, "homo_lumo_gap_ev": 9.2, "total_charge": -1}

ii.
{"formula": "C2H2FO3S", "method": "ωB97M-V/def2-TZVPD", "elements": ["C", "C", "O", "O", "O", "F", "S", "H", "H"], "xyz": [[-1.430, -1.092, 0.069], [-0.045, -1.816, 0.707], [2.175, -0.264, 0.917], [-1.750, 0.025, 0.365], [2.465, -2.489, 0.195], [-2.083, -1.802, -0.922], [1.789, -1.280, -0.102], [-0.010, -2.953, 0.476], [0.007, -1.633, 1.768]], "e_homo_ev": -3.799, "mol_weight_g_mol": 125.1, "lumo_energy_ev": 3.961, "homo_lumo_gap_ev": 7.8, "total_charge": -1}

iii.
{"formula": "C2H2FO3S", "method": "ωB97M-V/def2-TZVPD", "elements": ["C", "C", "O", "O", "O", "F", "S", "H", "H"], "xyz": [[1.467, 1.284, -1.601], [0.284, 0.451, 0.549], [-0.857, 2.289, 2.325], [0.990, 1.978, -2.445], [-2.323, 0.482, 1.113], [2.812, 1.179, -1.562], [-0.986, 0.894, 1.738], [1.252, 0.877, 0.671], [0.241, -0.628, 0.455]], "e_homo_ev": [-4.229, -3.847], "mol_weight_g_mol": 125.1, "lumo_energy_ev": [2.850, 2.706], "homo_lumo_gap_ev": [7.1, 6.6], "total_charge": -1}

Computed stability ranking, most favorable first: ii, i, iii

i.
{"formula": "C6H9F", "method": "ωB97M-V/def2-TZVPD", "elements": ["C", "C", "C", "C", "C", "C", "F", "H", "H", "H", "H", "H", "H", "H", "H", "H"], "xyz": [[2.115, -0.856, -0.454], [2.031, -0.511, 0.820], [0.943, -0.158, -0.061], [-1.155, 0.336, 1.243], [-1.122, 0.281, -1.208], [-0.600, -0.383, 0.068], [1.137, 1.736, -0.492], [2.650, -1.222, -1.343], [2.563, -0.457, 1.713], [-0.681, -0.164, 2.126], [-2.316, 0.290, 1.187], [-0.875, 1.343, 0.886], [-0.679, 1.211, -1.211], [-2.287, 0.319, -1.168], [-0.775, -0.401, -2.020], [-0.950, -1.365, -0.087]], "e_homo_ev": -10.468, "mol_weight_g_mol": 100.1, "lumo_energy_ev": 0.766, "homo_lumo_gap_ev": 11.2, "total_charge": 0}

ii.
{"formula": "C6H9F", "method": "ωB97M-V/def2-TZVPD", "elements": ["C", "C", "C", "C", "C", "C", "F", "H", "H", "H", "H", "H", "H", "H", "H", "H"], "xyz": [[0.931, -0.451, -0.892], [-0.488, -0.110, -0.764], [2.014, 0.178, 0.085], [-1.125, 0.188, 0.333], [1.561, -1.205, 0.329], [-2.416, 0.903, 0.431], [2.365, -2.268, 0.098], [1.243, -0.604, -1.889], [-1.029, 0.069, -1.646], [2.910, 0.275, -0.556], [1.923, 1.069, 0.610], [-0.718, -0.086, 1.284], [1.107, -1.315, 1.270], [-3.088, 0.658, -0.384], [-2.358, 1.911, 0.271], [-2.834, 0.787, 1.420]], "e_homo_ev": -8.648, "mol_weight_g_mol": 100.1, "smiles": "C/C=C/[C@H]1C[C@@H]1F", "lumo_energy_ev": 1.166, "homo_lumo_gap_ev": 9.8, "total_charge": 0}

iii.
{"formula": "C6H9F", "method": "ωB97M-V/def2-TZVPD", "elements": ["C", "C", "C", "C", "C", "C", "F", "H", "H", "H", "H", "H", "H", "H", "H", "H"], "xyz": [[1.454, 1.166, 0.219], [2.165, 0.061, 0.087], [1.097, -0.889, 0.576], [0.209, 0.279, 0.499], [-2.102, -0.301, -0.267], [-0.782, 0.422, -0.647], [3.328, -0.262, -0.422], [1.754, 2.236, 0.039], [0.735, -1.745, -0.035], [1.385, -1.335, 1.570], [-0.508, 0.486, 1.353], [-1.971, -1.259, -0.724], [-3.070, 0.122, -0.563], [-2.189, -0.416, 0.785], [-1.105, 1.455, -0.840], [-0.401, -0.018, -1.632]], "e_homo_ev": -9.306, "mol_weight_g_mol": 100.1, "lumo_energy_ev": 1.086, "homo_lumo_gap_ev": 10.4, "total_charge": 0}

Computed stability ranking, most favorable first: iii, ii, i